1.
Molecular formula: C29H30ClN2O5S
Method: DFT, wB97M-V/def2-TZVPD

E_HOMO: -3.71 eV
LUMO energy: 0.56 eV
Orbital gap: 4.27 eV
Total charge: -1

Structure (XYZ):
```
68
Properties=species:S:1:pos:R:3:forces:R:3
N -6.291294 0.871549 3.935839 2.5 -0.1 -0.4
C -5.141454 0.781746 3.730870 -2.1 0.2 0.4
C -3.727426 0.621583 3.466336 0.3 0.1 0.2
C -3.161964 -0.655386 3.499356 0.1 -0.3 -0.1
C -1.817034 -0.852507 3.177817 -0.1 0.2 -0.3
C -1.030469 0.235664 2.782476 0.0 0.4 0.9
S 0.689460 0.050626 2.217148 1.4 0.2 2.1
C 1.574412 0.238098 3.676810 -4.1 -0.3 0.7
Cl 3.173321 0.440697 4.116443 1.8 0.8 0.4
O 0.738061 -1.320809 1.723923 0.1 0.3 -0.8
O 0.932240 1.157917 1.304381 -0.2 -0.5 -0.9
C -1.551212 1.528777 2.889831 -0.4 -0.3 -0.2
C -2.897877 1.719513 3.215256 0.3 0.3 -0.2
H -3.790092 -1.507285 3.758510 0.2 0.2 -0.1
H -1.404181 -1.856632 3.200181 0.1 0.2 -0.1
H 0.925609 0.611720 4.481423 0.1 -0.3 -0.6
H -0.913641 2.382049 2.676188 -0.1 -0.2 0.0
H -3.289354 2.737741 3.243490 0.0 -0.3 0.0
C 2.190473 -6.554540 2.290389 0.0 -0.1 -0.3
C 2.957410 -5.657073 3.260474 0.3 0.2 -0.3
C 1.950598 -4.902960 4.144716 0.1 0.1 -0.1
C 3.808144 -6.558221 4.157437 0.3 0.0 0.0
C 3.910061 -4.723586 2.442418 -0.4 0.9 0.4
C 3.767684 -3.366945 2.454983 -0.7 -1.1 0.4
C 4.659660 -2.484988 1.754672 -0.5 2.5 0.1
C 4.381285 -1.109926 1.815595 0.2 -2.7 0.3
C 5.227377 -0.110458 1.206323 0.8 1.7 -1.2
C 5.582637 -0.228584 -0.177195 -0.5 0.0 1.0
C 6.499275 0.612709 -0.762714 0.6 0.6 -0.2
C 7.128538 1.612996 -0.003291 -1.4 -0.9 1.3
N 8.240820 2.313420 -0.569552 2.2 1.4 -1.3
O 8.828531 3.193732 0.098968 -1.3 -1.6 -1.0
O 8.608834 1.997895 -1.729443 -0.8 0.6 2.2
C 6.679577 1.872045 1.323833 0.3 -0.1 -1.1
C 5.701951 1.056717 1.895980 0.0 -0.5 -0.3
C 5.777057 -3.047887 1.047226 0.2 -1.4 -0.4
C 5.923088 -4.402157 0.879398 0.3 1.9 -0.3
C 7.035844 -4.962787 -0.035679 0.0 0.2 0.2
C 7.925916 -5.873574 0.814976 0.0 -0.1 0.1
C 7.904110 -3.854176 -0.664042 0.0 0.1 0.0
C 6.391819 -5.787202 -1.157288 -0.2 -0.1 0.1
C 4.982255 -5.294555 1.576935 -0.4 -2.1 0.0
O 5.070979 -6.539322 1.424763 -0.1 1.7 0.3
H 2.916767 -7.143731 1.725191 -0.3 0.0 0.0
H 1.526057 -7.234536 2.834005 0.0 0.1 0.0
H 1.589574 -5.952392 1.602157 0.0 -0.1 0.0
H 2.450343 -4.272600 4.892625 -0.1 0.0 -0.2
H 1.249115 -4.289038 3.562980 0.2 0.0 0.1
H 1.352745 -5.644979 4.694984 0.2 0.1 -0.2
H 4.410054 -5.952892 4.842824 0.0 -0.1 0.0
H 3.173913 -7.231510 4.744451 0.0 0.1 -0.1
H 4.466831 -7.154213 3.521363 0.0 0.0 0.3
H 2.927212 -2.892939 2.980789 0.4 -0.2 -0.2
H 3.540116 -0.811366 2.446442 0.5 -0.2 -0.6
H 5.072009 -0.963980 -0.797243 0.2 0.0 0.3
H 6.752560 0.527417 -1.820491 0.0 -0.1 0.4
H 7.094809 2.737170 1.846950 -0.2 -0.4 -0.1
H 5.315225 1.323554 2.888629 0.2 -0.4 -0.5
H 6.491067 -2.368741 0.600078 -0.1 -0.1 0.0
H 7.287371 -6.656070 1.230142 0.3 0.0 0.1
H 8.718222 -6.334632 0.211542 -0.1 0.1 0.1
H 8.376142 -5.290715 1.628461 0.0 -0.2 -0.1
H 7.315424 -3.163297 -1.293335 0.2 -0.2 0.3
H 8.431497 -3.266930 0.107704 -0.2 -0.2 -0.3
H 8.676510 -4.299949 -1.313414 -0.3 0.0 0.3
H 5.728321 -5.157408 -1.763539 0.1 -0.2 0.1
H 7.152759 -6.231986 -1.810503 0.0 0.1 0.1
H 5.818569 -6.589245 -0.688384 0.0 0.1 -0.3
```
Positions in Å, forces in eV/Å.


2.
Molecular formula: C29H30EuF5O5P2Te
Method: DFT, wB97M-V/def2-TZVPD

E_HOMO (spin up / spin down): -2.55 / -3.48 eV
2S+1: 8
Expectation value of S²: 15.789
LUMO energy (spin up / spin down): 2.57 / 2.56 eV
Orbital gap (spin up / spin down): 5.12 / 6.04 eV
Total charge: -1

Structure (XYZ):
```
73
Properties=species:S:1:pos:R:3:forces:R:3
Eu 0.647733 0.062223 -1.646721 -0.8 2.2 -0.6
O 1.384409 0.946580 0.182228 -0.4 0.8 0.4
C 0.607810 2.053136 -0.174917 1.0 -0.8 0.6
C -0.115326 2.534165 0.953090 -0.3 0.4 -0.1
C -0.385667 3.921897 1.121143 0.1 -0.1 -0.3
C -1.053338 4.412078 2.208829 0.0 0.1 0.1
C -1.560000 3.551025 3.201758 0.1 0.0 -0.1
C -1.400842 2.193901 3.026537 -0.1 -0.1 0.2
C -0.704806 1.670633 1.934081 0.3 -0.1 0.0
P -0.750792 -0.055598 1.551728 -0.1 0.0 -0.3
C 0.710213 -0.906629 2.203406 -0.1 -0.1 0.0
C 1.631647 -0.207577 2.976441 0.0 0.1 -0.1
C 2.720389 -0.862355 3.528769 0.0 0.0 0.0
C 2.898529 -2.221670 3.310676 0.0 -0.1 0.0
C 1.976605 -2.925754 2.548496 0.0 0.0 0.0
C 0.879911 -2.273779 2.003585 0.0 0.0 0.0
C -2.114876 -0.778241 2.504843 -0.1 0.1 0.0
C -3.399583 -0.587136 1.994310 0.0 -0.1 0.0
C -4.501218 -1.078385 2.672869 0.0 0.0 0.0
C -4.331428 -1.762949 3.870106 0.0 0.0 0.0
C -3.058990 -1.958118 4.381968 0.0 0.0 0.0
C -1.952219 -1.468404 3.699693 0.0 0.0 0.0
H 0.003737 4.589540 0.361251 0.0 0.0 0.0
H -1.194200 5.482597 2.307294 0.0 0.0 0.0
H -2.098186 3.940301 4.054815 0.0 0.0 0.0
H -1.852789 1.516300 3.743710 0.0 0.0 0.0
H 1.500262 0.858692 3.112731 0.0 0.0 0.0
H 3.437164 -0.308562 4.122362 0.0 0.0 0.0
H 3.754308 -2.733162 3.732911 0.0 0.0 0.0
H 2.110755 -3.985389 2.372890 0.0 0.0 0.0
H 0.166051 -2.825816 1.410439 -0.1 0.0 -0.1
H -3.520944 -0.065667 1.052730 0.0 0.0 0.0
H -5.492890 -0.931442 2.265108 0.0 0.0 0.0
H -5.193606 -2.149055 4.398978 0.0 0.0 0.0
H -2.922232 -2.496670 5.311179 0.0 0.0 0.0
H -0.958702 -1.626872 4.100357 0.0 0.0 0.0
C -0.529191 1.579286 -3.480145 0.4 -0.3 0.0
C -1.790187 0.934100 -3.282312 -0.1 -0.2 -0.3
C -2.280596 -0.090497 -4.145385 0.1 0.1 0.1
C -3.463413 -0.759643 -3.890323 0.3 -0.1 -0.4
C -4.224260 -0.476555 -2.765225 -0.2 0.0 0.2
C -3.780191 0.529711 -1.921288 0.1 0.3 0.2
C -2.599707 1.223872 -2.166167 -0.3 -0.1 0.1
H -0.440349 2.568295 -3.038739 0.1 0.0 -0.1
H -0.111785 1.466198 -4.480588 0.0 0.1 0.0
H -1.698740 -0.340057 -5.025486 0.0 0.0 0.0
H -3.788688 -1.537104 -4.574386 0.0 0.0 0.0
H -5.134349 -1.024475 -2.558622 0.0 0.0 0.0
H -4.370748 0.798252 -1.049974 0.0 0.0 0.0
H -2.274471 2.018470 -1.501565 -0.1 -0.1 0.1
F -2.881581 -3.321917 -2.388026 -0.2 -0.3 -0.1
Te -1.325623 -2.390238 -1.806347 0.2 0.0 0.1
F -0.449500 -3.859160 -2.496818 0.1 -0.3 -0.1
F 0.264728 -1.427623 -3.302308 -0.5 -0.5 -0.2
F -1.548134 -3.291335 -0.170441 -0.2 -0.1 0.0
F 0.563408 -2.092591 -0.926052 -0.2 -0.7 0.1
O -1.105325 -0.281048 0.085810 0.3 -0.4 0.1
C 5.408519 2.203137 -3.283900 0.0 0.0 -0.1
O 4.590656 1.034743 -3.321288 0.0 0.0 0.2
P 3.534226 0.881467 -2.084974 0.4 0.0 -0.1
O 2.945932 -0.620044 -2.480109 0.1 0.4 0.0
C 3.111004 -1.231933 -3.778872 0.0 -0.2 0.1
O 4.615926 0.520880 -0.942452 0.1 -0.1 -0.1
C 4.221963 0.114707 0.379956 -0.1 0.0 0.0
H 6.028205 2.186089 -4.177762 0.0 0.0 0.0
H 6.045669 2.200331 -2.399086 0.0 0.0 0.0
H 4.795482 3.107787 -3.290432 0.0 0.0 0.0
H 2.630426 -2.203048 -3.713210 0.0 0.0 0.0
H 4.170749 -1.320100 -4.003454 0.0 0.0 0.0
H 2.603493 -0.638283 -4.537461 0.0 0.0 0.0
H 5.133936 -0.212865 0.873513 0.0 0.0 0.0
H 3.513216 -0.713723 0.335243 0.0 0.0 0.0
H 3.752409 0.941077 0.909001 0.0 0.0 0.0
```
Positions in Å, forces in eV/Å.


3.
Molecular formula: C29H30FMnN5O5
Method: DFT, wB97M-V/def2-TZVPD

E_HOMO (spin up / spin down): -9.07 / -9.24 eV
2S+1: 5
Expectation value of S²: 6.040
LUMO energy (spin up / spin down): -3.48 / -3.48 eV
Orbital gap (spin up / spin down): 5.59 / 5.76 eV
Total charge: +1

Structure (XYZ):
```
71
Properties=species:S:1:pos:R:3:forces:R:3
Mn 4.066888 -0.037861 -0.580687 0.4 -0.2 0.0
C 7.516702 -1.795517 0.593193 0.0 0.0 0.0
C 6.177269 -1.157246 0.832936 0.1 0.0 -0.1
O 5.855566 -0.269837 -0.078095 -0.3 0.0 0.1
C 5.433924 -1.501756 1.934324 -0.1 0.1 0.1
C 4.248108 -0.804413 2.341745 0.2 0.0 -0.1
C 3.853614 -0.736854 3.784583 0.0 0.0 0.0
N 3.611181 -0.151326 1.427789 -0.4 0.0 0.0
N 2.690309 0.850281 1.756404 0.1 -0.1 -0.1
C 2.843957 1.797985 0.880613 -0.1 0.3 -0.1
O 3.730580 1.785184 -0.087457 0.1 -0.1 0.0
C 1.931642 2.973250 0.920590 0.0 -0.1 0.1
C 0.903933 3.040124 1.860099 0.0 0.0 0.0
C 0.038117 4.120449 1.866840 0.0 0.0 0.0
C 0.186077 5.142713 0.936459 0.0 0.0 0.0
C 1.206521 5.078902 0.000267 0.0 0.0 0.0
C 2.078127 3.997686 -0.008162 0.0 0.0 0.0
H 8.138886 -1.124995 0.005012 0.0 0.0 0.0
H 7.373272 -2.713086 0.018850 0.0 0.0 0.0
H 8.022628 -2.048837 1.523014 0.0 0.0 0.0
H 5.882496 -2.194041 2.632332 0.0 0.0 0.0
H 4.476729 -1.393327 4.386210 0.0 0.0 0.0
H 2.805382 -1.013448 3.901678 0.0 0.0 0.0
H 3.953540 0.285639 4.149858 0.0 0.0 0.0
H 0.804913 2.243632 2.585448 0.0 0.0 0.0
H -0.746343 4.173559 2.611885 0.0 0.0 0.0
H -0.484883 5.992225 0.951884 0.0 0.0 0.0
H 1.336767 5.874596 -0.721593 0.0 0.0 0.0
H 2.880730 3.936089 -0.729820 0.0 0.0 0.0
F -1.895434 2.724649 -0.920821 0.0 0.0 0.0
C -1.603235 1.411884 -0.980710 -0.1 -0.1 0.0
C -0.309873 1.028351 -1.167126 0.0 -0.1 0.0
C 0.011971 -0.334980 -1.177120 0.1 0.1 0.0
C 1.406250 -0.734831 -1.274118 0.1 0.0 -0.1
O 2.277034 0.164382 -1.434312 0.0 -0.1 0.1
C 1.688280 -2.116450 -1.180532 -0.1 0.0 0.0
C 0.645327 -2.990501 -1.066457 0.1 0.0 0.0
N -0.651385 -2.633272 -1.000222 0.0 0.1 0.0
C -1.666025 -3.647508 -0.812613 0.0 0.0 0.0
C -1.574723 -4.909346 -1.608163 0.0 0.0 0.0
C -2.646781 -3.905958 -1.919804 0.0 0.0 0.0
C -0.995275 -1.287148 -1.007778 -0.1 -0.1 0.0
C -2.324545 -0.869062 -0.847536 0.1 0.0 -0.1
C -2.643588 0.475635 -0.821495 0.1 0.1 -0.1
N -3.997161 0.858371 -0.644110 0.0 -0.1 0.0
C -4.715376 0.352768 0.514304 0.0 0.0 0.1
C -6.108810 -0.081920 0.051281 -0.1 0.1 -0.1
N -6.469884 0.764487 -1.149903 0.0 0.0 0.0
C -6.000549 2.178968 -0.960488 -0.1 -0.1 0.0
C -4.466789 2.185436 -1.018903 0.0 0.1 -0.1
C 3.084472 -2.696949 -1.271843 0.0 -0.1 0.0
O 3.192435 -3.890362 -1.468993 0.0 0.0 0.0
O 4.068607 -1.871508 -1.135695 0.0 0.1 -0.1
H 0.472480 1.771296 -1.255139 0.0 0.0 0.0
H 0.864589 -4.049630 -1.039397 0.0 0.0 0.0
H -2.014209 -3.719236 0.211357 0.0 0.0 0.0
H -1.847975 -5.824668 -1.104936 0.0 0.0 0.0
H -0.767768 -5.003192 -2.320554 0.0 0.0 0.0
H -3.666877 -4.135618 -1.644802 0.0 0.0 0.0
H -2.520546 -3.327642 -2.824912 0.0 0.0 0.0
H -3.109183 -1.607328 -0.768351 0.0 0.0 0.0
H -4.790320 1.118797 1.296365 0.0 0.0 0.0
H -4.195043 -0.492959 0.954336 0.0 0.0 0.0
H -6.877146 0.078469 0.805373 0.0 0.0 0.0
H -6.138215 -1.117236 -0.282745 0.0 0.0 0.0
H -7.472124 0.726851 -1.331090 0.0 0.0 0.0
H -5.989221 0.374521 -1.962812 0.0 0.0 0.0
H -6.388560 2.492909 0.006690 0.0 0.0 0.0
H -6.443759 2.799583 -1.735251 0.0 0.0 0.0
H -4.106993 2.984260 -0.365469 0.0 0.0 0.0
H -4.130721 2.405911 -2.031675 0.0 0.0 0.0
```
Positions in Å, forces in eV/Å.


The evaluated calculated total energy for the records listed, in turn: -2467.0247; -3659.8281; -3023.7390 hartree.